No. 1
{"formula": "C24H18Cl2NO3PSe2W", "method": "ωB97M-V/def2-TZVPD", "spin_multiplicity": 2, "total_charge": 1, "e_homo_ev": [-10.8, -11.5], "lumo_energy_ev": [-3.982, -4.010], "symbols": ["W", "Se", "P", "Se", "C", "C", "C", "C", "C", "C", "C", "C", "C", "C", "C", "C", "H", "H", "H", "H", "H", "H", "H", "H", "H", "H", "Cl", "C", "C", "C", "Cl", "C", "O", "C", "C", "O", "C", "H", "H", "H", "O", "N", "C", "C", "C", "C", "C", "H", "H", "H", "H", "H"], "positions_angstrom": [[0.7851, -0.8596, -1.0481], [1.5585, 1.5276, -0.4003], [-0.4191, 1.8821, 0.4753], [-1.5272, 0.1630, -0.3694], [-1.0899, 3.4715, -0.0078], [-1.0758, 4.5421, 0.8843], [-1.5419, 5.7806, 0.4712], [-2.0179, 5.9476, -0.8210], [-2.0286, 4.8796, -1.7102], [-1.5631, 3.6407, -1.3083], [-0.4162, 1.7970, 2.2648], [0.7605, 1.6271, 2.9850], [0.7107, 1.5714, 4.3709], [-0.5049, 1.6843, 5.0281], [-1.6816, 1.8509, 4.3059], [-1.6416, 1.9070, 2.9246], [-0.7080, 4.4137, 1.8942], [-1.5340, 6.6134, 1.1610], [-2.3838, 6.9145, -1.1392], [-2.4010, 5.0154, -2.7163], [-1.5684, 2.8041, -1.9962], [1.7087, 1.5330, 2.4691], [1.6247, 1.4409, 4.9341], [-0.5398, 1.6414, 6.1085], [-2.6290, 1.9344, 4.8208], [-2.5585, 2.0333, 2.3603], [5.5016, -6.1213, 0.8042], [4.5058, -4.7227, 0.6255], [5.0725, -3.4555, 0.8085], [4.3093, -2.3160, 0.6806], [5.0039, -0.7633, 0.9270], [2.9519, -2.4079, 0.3387], [2.2155, -1.3156, 0.2548], [2.3981, -3.6883, 0.1610], [1.0065, -3.7995, -0.0960], [0.2406, -2.8541, -0.3790], [3.1784, -4.8493, 0.3188], [6.1213, -3.3700, 1.0578], [0.5506, -4.7930, -0.0334], [2.7328, -5.8271, 0.1909], [1.3432, -0.6895, -2.6200], [-1.0766, -1.8184, -2.5241], [-1.1409, -1.2967, -3.7552], [-2.1160, -1.6479, -4.6695], [-3.0716, -2.5822, -4.3046], [-3.0157, -3.1215, -3.0303], [-2.0085, -2.7122, -2.1756], [-0.3729, -0.5799, -4.0112], [-2.1167, -1.1940, -5.6501], [-3.8456, -2.8816, -4.9982], [-3.7395, -3.8496, -2.6933], [-1.9459, -3.0997, -1.1688]], "mulliken_spin": [0.963, -0.021, 0.025, 0.004, 0.004, 0.002, 0.001, 0.000, -0.001, -0.003, 0.007, -0.006, 0.001, 0.000, 0.000, -0.002, 0.000, 0.000, 0.000, 0.000, -0.001, 0.001, 0.000, 0.000, 0.000, -0.001, 0.000, 0.000, 0.001, 0.000, 0.000, 0.006, -0.011, -0.002, 0.005, -0.002, 0.001, 0.000, 0.002, 0.000, -0.006, 0.030, 0.006, 0.003, 0.000, 0.002, -0.007, 0.001, -0.001, 0.000, -0.001, 0.000]}

***

No. 2
{"formula": "C5H9NO", "method": "ωB97M-V/def2-TZVPD", "total_charge": 0, "e_homo_ev": -8.1, "lumo_energy_ev": 0.027, "symbols": ["C", "C", "C", "C", "C", "N", "O", "H", "H", "H", "H", "H", "H", "H", "H", "H"], "positions_angstrom": [[-1.4504, -1.2067, -0.1317], [-0.4930, -0.1497, -0.6699], [-0.8653, 1.3093, -0.3697], [1.3062, 1.2802, -0.0730], [0.8698, -0.1021, -0.0180], [1.4424, -1.1161, 0.5133], [2.6340, -0.7256, 1.1601], [-2.4406, -1.1093, -0.5938], [-1.5621, -1.1110, 0.9549], [-1.0670, -2.2120, -0.3400], [-0.3766, -0.2694, -1.7564], [-1.4790, 1.8269, -1.1237], [-1.2936, 1.4575, 0.6256], [1.5358, 1.7464, 0.8922], [0.3076, 1.9422, -0.6195], [2.9317, -1.5606, 1.5495]], "lowdin_charge": [-0.068, -0.363, -0.020, 0.109, -0.429, 0.027, -0.083, 0.078, 0.083, 0.080, 0.148, 0.102, 0.101, 0.064, 0.084, 0.087]}

***

No. 3
{"formula": "C24H32N6", "method": "ωB97M-V/def2-TZVPD", "total_charge": 0, "e_homo_ev": -9.0, "lumo_energy_ev": 0.637, "symbols": ["C", "C", "C", "C", "C", "N", "N", "N", "N", "C", "C", "C", "C", "C", "C", "N", "C", "N", "C", "C", "C", "C", "C", "C", "C", "C", "C", "C", "C", "C", "H", "H", "H", "H", "H", "H", "H", "H", "H", "H", "H", "H", "H", "H", "H", "H", "H", "H", "H", "H", "H", "H", "H", "H", "H", "H", "H", "H", "H", "H", "H", "H"], "positions_angstrom": [[-0.7137, -5.9122, -2.0551], [-0.4118, -5.0964, -0.8038], [-0.9010, -3.6357, -0.8417], [-2.4241, -3.5820, -0.9758], [-0.2043, -2.8651, -1.9663], [-0.5212, -3.0405, 0.4388], [0.1428, -3.7592, 1.3526], [0.3523, -3.0255, 2.3597], [-0.1472, -1.8155, 2.1795], [-0.6960, -1.8042, 0.9835], [-1.4055, -0.6081, 0.4383], [-2.6932, -0.4669, 1.2223], [-2.6548, -0.2870, 2.6015], [-3.8480, -0.1672, 3.2912], [-5.0350, -0.2352, 2.5748], [-5.0801, -0.3955, 1.2643], [-3.9383, -0.5038, 0.6083], [-0.5760, 0.5740, 0.6277], [-1.2421, 1.7888, 0.1984], [-0.4335, 3.0029, 0.6406], [0.9691, 2.9610, 0.0379], [1.8127, 4.1505, 0.5210], [3.1442, 4.1983, -0.1708], [3.2419, 4.6899, -1.4671], [4.4575, 4.7115, -2.1264], [5.5968, 4.2396, -1.4967], [5.5116, 3.7487, -0.2055], [4.2935, 3.7280, 0.4510], [1.6078, 1.6267, 0.4153], [0.7188, 0.4668, -0.0168], [-1.7826, -5.9945, -2.2317], [-0.2437, -5.4844, -2.9364], [-0.3201, -6.9168, -1.9222], [0.6659, -5.0908, -0.6342], [-0.8687, -5.5855, 0.0578], [-2.8918, -4.1556, -0.1782], [-2.7262, -4.0007, -1.9308], [-2.7938, -2.5629, -0.9214], [0.8759, -2.9501, -1.8663], [-0.4998, -3.2696, -2.9295], [-0.4667, -1.8108, -1.9502], [-1.6503, -0.7551, -0.6321], [-1.6982, -0.2540, 3.0996], [-3.8580, -0.0273, 4.3608], [-5.9955, -0.1551, 3.0666], [-4.0342, -0.6150, -0.4662], [-2.2350, 1.8269, 0.6517], [-1.3683, 1.8064, -0.9021], [-0.9552, 3.9130, 0.3381], [-0.3593, 2.9923, 1.7289], [0.8876, 3.0149, -1.0546], [1.2627, 5.0726, 0.3171], [1.9545, 4.0702, 1.6002], [2.3561, 5.0648, -1.9611], [4.5175, 5.0998, -3.1330], [6.5472, 4.2575, -2.0096], [6.3970, 3.3811, 0.2927], [4.2340, 3.3450, 1.4598], [2.5878, 1.5268, -0.0543], [1.7332, 1.5769, 1.4976], [1.1863, -0.4731, 0.2830], [0.6186, 0.4666, -1.1208]], "lowdin_charge": [-0.088, -0.213, -0.493, 0.000, -0.008, 0.012, 0.042, -0.022, 0.083, -0.251, -0.224, -0.178, -0.012, -0.042, -0.151, 0.063, -0.115, -0.110, -0.174, -0.138, -0.328, -0.127, -0.243, -0.046, -0.087, -0.098, -0.085, -0.052, -0.131, -0.179, 0.069, 0.068, 0.076, 0.110, 0.111, 0.103, 0.085, 0.056, 0.099, 0.083, 0.064, 0.133, 0.108, 0.103, 0.103, 0.112, 0.121, 0.134, 0.119, 0.127, 0.145, 0.122, 0.122, 0.113, 0.101, 0.099, 0.101, 0.113, 0.118, 0.132, 0.118, 0.130]}

***

No. 4
{"formula": "C3H5NO3", "method": "ωB97M-V/def2-TZVPD", "total_charge": 0, "e_homo_ev": -10.2, "lumo_energy_ev": 0.816, "symbols": ["C", "C", "O", "N", "C", "O", "O", "H", "H", "H", "H", "H"], "positions_angstrom": [[1.2656, 1.0586, -0.7233], [0.0845, 0.5881, 0.1054], [0.3279, -0.3694, 1.2577], [-0.8581, -1.1690, 1.3151], [-1.3487, -1.1270, 0.0089], [-2.2114, -1.7758, -0.4110], [-0.8257, -0.0281, -0.7644], [1.8783, 1.7266, -0.1538], [1.0425, 1.5181, -1.6714], [1.7220, 0.2021, -0.9886], [-0.5412, 1.4361, 0.5828], [-0.5356, -2.0604, 1.4425]], "lowdin_charge": [0.012, -0.331, -0.068, 0.133, -0.499, 0.183, 0.056, 0.085, 0.095, 0.048, 0.174, 0.112]}

***

No. 5
{"formula": "CH6N2O3", "method": "ωB97M-V/def2-TZVPD", "total_charge": 0, "e_homo_ev": [-8.8, -8.8], "lumo_energy_ev": [0.693, 0.692], "symbols": ["C", "N", "N", "O", "O", "O", "H", "H", "H", "H", "H", "H"], "positions_angstrom": [[1.3003, -1.0972, 0.1792], [-0.0918, 1.0425, 0.0120], [-1.6701, -0.2281, -0.9356], [-1.3973, 1.0283, -0.3300], [0.1258, -0.5555, 0.7297], [0.0135, 2.0564, 0.9190], [0.7826, 2.5634, 0.6169], [-2.6635, -0.1645, -1.1389], [-1.2504, -0.8964, -0.1402], [1.3058, -0.9806, -0.9137], [1.3431, -2.1639, 0.4287], [2.2019, -0.6044, 0.5728]], "lowdin_charge": [-0.165, -0.075, 0.030, -0.149, -0.241, 0.041, 0.123, 0.081, 0.118, 0.076, 0.086, 0.074]}

***

Results for ΔE to the lowest compared entry with this formula, charge and spin: 0.0, 605.4, 0.0, 324.5, 627.6 (in kJ/mol, following the order of the records).
Results for maximum force: 0.0172, 0.0232, 0.0277, 0.0767, 0.0566 (in Eh/bohr, following the order of the records).
Results for total energy: -199662.3887, -8862.9377, -34347.6277, -10822.3246, -10249.6097 (in eV, following the order of the records).